1.
# C30H28N3O4ReSb

A molecular structure, C30H28N3O4ReSb in a non-equilibrium geometry (ωB97M-V/def2-TZVPD, OMol25).

Each line ends with the Löwdin spin population.
Cartesian coordinates (Å):
Re 0.64 -2.21 0.14  0.936
N 2.62 -2.92 -0.59  0.013
N 3.60 -2.59 0.39  0.006
C 3.13 -2.27 1.68  0.007
O 3.89 -2.15 2.59  -0.005
O 1.84 -2.07 1.69  0.039
H 2.51 -3.95 -0.67  0.001
H 2.95 -2.61 -1.52  0.006
H 4.50 -3.04 0.33  0.000
C 0.70 0.04 -3.33  0.000
C 0.70 1.47 -2.89  0.000
C 0.68 2.52 -3.80  0.000
C 0.67 3.84 -3.38  0.000
C 0.67 4.14 -2.03  0.000
C 0.69 3.12 -1.10  -0.002
C 0.71 1.80 -1.54  -0.004
Sb 0.71 0.49 0.17  -0.023
C -1.36 0.88 0.72  -0.003
C -2.22 1.00 -0.37  -0.001
C -3.58 1.11 -0.15  0.000
C -4.07 1.10 1.15  -0.001
C -3.20 0.98 2.22  0.000
C -1.83 0.86 2.03  -0.001
C -0.89 0.71 3.17  0.000
C 2.61 0.93 1.13  -0.006
C 2.68 0.98 2.51  -0.002
C 3.87 1.30 3.14  0.000
C 4.99 1.59 2.37  -0.001
C 4.92 1.50 0.99  0.000
C 3.75 1.13 0.34  -0.002
C 3.79 0.92 -1.14  0.000
H 0.57 -0.03 -4.41  0.000
H -0.10 -0.53 -2.85  0.000
H 1.65 -0.44 -3.08  0.000
H 0.68 2.29 -4.85  0.000
H 0.65 4.63 -4.11  0.000
H 0.65 5.17 -1.69  0.000
H 0.69 3.34 -0.04  0.000
H -1.83 1.02 -1.39  0.000
H -4.25 1.21 -0.99  0.000
H -5.13 1.19 1.32  0.000
H -3.59 0.98 3.23  0.000
H -1.42 0.54 4.10  0.000
H -0.29 1.62 3.27  0.000
H -0.24 -0.16 3.00  0.000
H 1.81 0.76 3.12  0.000
H 3.92 1.33 4.22  0.000
H 5.92 1.86 2.85  0.000
H 5.80 1.70 0.40  0.000
H 4.77 0.58 -1.44  0.000
H 3.60 1.86 -1.67  0.000
H 3.04 0.19 -1.46  0.000
O -2.35 -2.08 2.76  0.001
C -2.42 -2.18 1.57  0.003
N -1.32 -2.09 0.69  0.005
C -1.74 -2.27 -0.58  0.015
O -0.80 -2.29 -1.43  0.016
C -3.17 -2.43 -0.65  0.002
C -4.05 -2.62 -1.70  0.002
C -5.39 -2.79 -1.38  0.000
C -5.82 -2.80 -0.05  0.001
C -4.93 -2.61 1.01  0.000
C -3.61 -2.41 0.70  0.001
H -3.71 -2.62 -2.72  0.000
H -6.12 -2.94 -2.16  0.000
H -6.87 -2.95 0.16  0.000
H -5.28 -2.63 2.04  0.000

Largest force on an atom ... 3.5 eV/A
Energy relative to the best compared isomer or geometry (same formula, charge and spin) ... 18.4 kcal/mol
Multiplicity ... 2
Net charge ... +2
HOMO (alpha / beta) ... -14.4 / -14.4 eV
E ... -52875.1932 eV
LUMO level (alpha / beta) ... -0.331 / -0.316 hartree

2.
# C7H12N3

A molecular structure, C7H12N3 in a non-equilibrium geometry (ωB97M-V/def2-TZVPD, OMol25).

Each line ends with the Löwdin spin population.
Cartesian coordinates (Å):
C 3.17 -0.42 0.27  0.290
C 1.79 -0.90 0.21  0.301
C 1.99 1.24 -0.37  0.369
C 1.70 2.50 -0.54  0.646
C -1.51 0.08 1.13  0.001
C 1.27 -2.16 0.55  0.063
C -2.38 0.70 -0.98  0.000
N 3.29 0.82 -0.03  0.144
N 1.08 0.15 -0.14  0.092
N -1.38 0.37 -0.11  -0.001
H 4.11 -1.00 0.41  0.007
H 0.69 3.10 -0.57  0.021
H 2.54 3.11 -0.58  0.030
H -2.45 0.27 1.62  0.000
H -0.65 -0.50 1.66  0.000
H 0.45 -2.56 -0.05  0.011
H 2.07 -2.85 0.62  0.001
H 0.79 -2.08 1.51  0.026
H -2.65 -0.21 -1.60  0.000
H -3.33 1.09 -0.52  0.000
H -2.05 1.43 -1.77  0.000
H -0.11 0.21 -0.41  -0.001

Largest force on an atom ... 10.5 eV/A
Energy relative to the best compared isomer or geometry (same formula, charge and spin) ... 14.4 kcal/mol
Multiplicity ... 3
Net charge ... +1
HOMO (alpha / beta) ... -11.2 / -14.4 eV
E ... -11912.0038 eV
LUMO level (alpha / beta) ... -0.128 / -0.282 hartree

3.
# C36H52CdCl2GeN3O10S2Si3

A molecular structure, C36H52CdCl2GeN3O10S2Si3 in a non-equilibrium geometry (ωB97M-V/def2-TZVPD, OMol25).

Each line ends with the Löwdin spin population.
Cartesian coordinates (Å):
Cd 0.20 -1.04 -1.05  0.001
O 0.96 -1.46 -5.57  0.000
S 1.64 -1.87 -4.32  0.000
O 2.33 -3.15 -4.40  0.000
O 0.81 -1.78 -3.10  -0.001
C 2.88 -0.59 -4.12  0.000
C 4.21 -0.92 -4.47  0.000
C 5.27 -0.07 -4.39  0.000
C 5.04 1.15 -3.81  0.000
C 3.74 1.53 -3.48  0.000
C 2.67 0.68 -3.62  0.000
S 1.03 1.48 -3.21  0.000
O 0.05 0.93 -4.17  0.000
O 1.44 2.88 -3.20  0.000
O 0.70 1.05 -1.82  0.000
H 4.38 -1.84 -4.93  0.000
H 6.21 -0.38 -4.86  0.000
H 5.78 1.90 -3.56  0.000
H 3.65 2.50 -3.06  0.000
Cl 7.28 -3.17 -3.17  0.000
C 5.88 -2.58 -2.31  0.000
C 5.89 -1.32 -1.74  0.000
C 4.83 -0.83 -0.99  0.000
Cl 4.91 0.76 -0.28  0.000
C 3.58 -1.56 -0.94  0.000
O 2.50 -1.07 -0.41  0.000
C 3.63 -2.83 -1.52  0.000
C 2.48 -3.81 -1.34  0.000
O 1.58 -3.77 -0.54  0.000
C 4.76 -3.35 -2.17  0.000
H 6.70 -0.62 -1.92  0.000
H 2.49 -4.72 -2.05  0.000
H 4.60 -4.29 -2.74  0.000
O -3.43 1.33 0.80  0.101
C -2.49 0.50 0.60  0.082
O -1.21 0.77 0.77  0.025
C -2.83 -0.80 0.04  0.234
C -4.05 -1.48 0.59  -0.003
C -4.25 -2.78 0.21  0.125
C -3.40 -3.49 -0.72  0.036
C -3.65 -4.79 -1.12  0.014
C -2.90 -5.40 -2.13  0.060
C -1.82 -4.71 -2.59  0.015
C -1.54 -3.40 -2.18  0.060
C -2.32 -2.77 -1.16  0.014
N -1.94 -1.53 -0.74  0.211
H -4.67 -0.90 1.21  -0.004
H -5.25 -3.24 0.65  0.006
H -4.61 -5.26 -0.72  -0.001
H -3.15 -6.45 -2.32  0.004
H -1.12 -5.22 -3.34  0.000
H -0.83 -2.82 -2.65  0.003
C 0.04 -3.23 4.03  0.000
C -1.09 -2.82 3.03  0.000
C -2.13 -3.92 3.11  0.002
C -1.74 -1.50 3.44  0.004
N -0.58 -2.90 1.67  0.000
N 0.35 -1.86 1.26  0.001
H -0.33 -3.73 4.94  0.000
H 0.67 -2.45 4.43  0.000
H 0.65 -3.98 3.48  0.000
H -2.64 -3.98 4.06  0.000
H -1.59 -4.85 2.91  0.000
H -2.93 -3.78 2.44  0.002
H -2.02 -1.53 4.46  0.000
H -2.50 -1.23 2.66  0.002
H -1.04 -0.64 3.42  0.000
H -1.35 -2.95 1.04  0.000
H 1.30 -2.18 1.36  0.000
H 0.18 -1.01 1.79  0.000
C 1.94 3.96 -0.03  0.000
Si 1.36 2.91 1.41  0.000
C 1.42 3.96 2.99  0.000
C 2.29 1.31 1.77  0.000
Ge -0.95 2.65 1.04  0.002
Si -2.11 3.60 -0.90  0.001
C -3.78 4.41 -0.22  0.000
C -1.20 4.98 -1.77  0.001
C -2.57 2.23 -2.08  0.000
Si -2.10 2.84 3.24  0.001
C -2.22 4.76 3.63  0.000
C -3.94 2.34 3.30  0.001
C -1.30 1.99 4.71  0.000
H 2.96 4.29 0.06  0.000
H 1.27 4.81 -0.25  0.000
H 1.92 3.38 -0.92  0.000
H 0.78 3.66 3.75  0.000
H 1.10 5.00 2.72  0.000
H 2.40 4.10 3.41  0.000
H 3.14 1.60 2.33  0.000
H 2.56 0.75 0.88  0.000
H 1.70 0.65 2.39  0.000
H -4.45 3.58 0.05  0.000
H -4.28 5.02 -0.95  0.000
H -3.73 5.06 0.65  0.000
H -0.66 5.71 -1.17  0.000
H -2.02 5.44 -2.31  0.000
H -0.47 4.56 -2.47  0.000
H -3.62 2.15 -2.00  0.000
H -2.11 1.26 -1.90  0.000
H -2.31 2.38 -3.13  0.000
H -3.09 4.99 4.25  0.000
H -2.29 5.36 2.75  0.000
H -1.30 5.13 4.12  0.000
H -4.46 3.03 2.67  0.000
H -4.21 2.41 4.36  0.000
H -4.14 1.32 2.94  0.000
H -0.63 2.66 5.17  0.000
H -0.65 1.09 4.59  0.000
H -2.11 1.82 5.47  0.000

Largest force on an atom ... 4.1 eV/A
Energy relative to the best compared isomer or geometry (same formula, charge and spin) ... 0.0 kcal/mol
Multiplicity ... 2
Net charge ... -2
HOMO (alpha / beta) ... -1.0 / -3.1 eV
E ... -194554.8779 eV
LUMO level (alpha / beta) ... 0.147 / 0.147 hartree

4.
# C40H35ClInNO21P

A molecular structure, C40H35ClInNO21P in a non-equilibrium geometry (ωB97M-V/def2-TZVPD, OMol25).

Each line ends with the Löwdin charge.
Cartesian coordinates (Å):
C 2.91 3.43 2.46  -0.087
C 1.91 2.64 1.53  -0.244
C 2.10 1.25 1.14  -0.083
C 1.15 0.54 0.28  -0.069
C -0.03 1.29 -0.16  -0.093
C -0.25 2.68 0.24  -0.305
C -1.52 3.50 -0.18  -0.273
In -3.31 2.20 0.31  0.403
C -5.06 3.55 0.90  -0.286
C -6.33 2.85 0.40  -0.393
N -6.82 1.77 0.91  0.027
P -2.89 0.69 2.36  0.321
O -4.22 -0.35 2.55  -0.509
Cl -3.00 1.95 4.09  -0.015
C 0.73 3.38 1.08  -0.017
H 2.27 4.01 3.18  0.078
H 3.58 2.70 2.97  0.057
H 3.47 4.21 1.87  0.074
H 3.01 0.70 1.47  0.077
H 1.31 -0.52 -0.05  0.087
H -0.78 0.79 -0.82  0.083
H -1.46 3.84 -1.25  0.033
H -1.57 4.40 0.48  0.028
H -3.68 1.20 -1.14  -0.097
H -4.86 4.54 0.42  0.017
H -5.07 3.62 2.03  0.030
H -6.82 3.30 -0.50  0.067
H -7.65 1.54 0.34  0.014
H -4.01 -1.22 2.17  -0.037
H 0.59 4.45 1.37  0.109
C -3.85 -4.69 -1.25  0.073
C -4.20 -4.15 -0.08  -0.216
C -3.18 -3.63 0.88  -0.293
O -3.54 -3.13 1.93  0.092
C -1.77 -3.75 0.51  0.087
C -1.42 -4.29 -0.67  -0.229
C -2.44 -4.78 -1.63  -0.305
O -2.08 -5.25 -2.70  0.103
O -0.13 -4.41 -1.03  0.098
O -5.49 -4.06 0.29  0.103
H -4.58 -5.07 -1.95  0.095
H -1.04 -3.38 1.21  0.141
H -0.14 -4.82 -1.91  0.114
H -5.48 -3.63 1.17  0.122
C 7.19 2.34 2.27  0.088
C 8.42 2.77 1.98  -0.210
C 8.80 3.16 0.59  -0.315
O 9.93 3.57 0.37  0.102
C 7.79 3.04 -0.46  0.072
C 6.56 2.60 -0.17  -0.222
C 6.18 2.23 1.23  -0.295
O 5.04 1.86 1.45  0.084
O 5.61 2.48 -1.11  0.116
O 9.38 2.87 2.92  0.047
H 6.91 2.05 3.28  0.138
H 8.08 3.31 -1.47  0.134
H 4.81 2.15 -0.65  0.124
H 10.17 3.21 2.45  0.117
C 13.24 -0.12 6.04  0.076
C 13.70 0.87 6.80  -0.232
C 13.23 2.28 6.62  -0.316
O 13.67 3.15 7.34  0.108
C 12.26 2.55 5.56  0.084
C 11.79 1.55 4.80  -0.199
C 12.25 0.14 5.00  -0.310
O 11.79 -0.74 4.29  0.117
O 10.90 1.77 3.81  0.059
O 14.62 0.66 7.76  0.101
H 13.57 -1.14 6.16  0.136
H 11.94 3.57 5.43  0.138
H 10.73 0.90 3.42  0.136
H 14.78 1.53 8.16  0.117
C -9.12 -7.75 -3.17  0.075
C -8.13 -7.19 -2.46  -0.223
C -6.80 -6.91 -3.08  -0.286
O -5.93 -6.39 -2.41  0.097
C -6.59 -7.29 -4.48  0.085
C -7.58 -7.85 -5.18  -0.230
C -8.92 -8.10 -4.57  -0.316
O -9.80 -8.60 -5.25  0.106
O -7.42 -8.20 -6.47  0.104
O -8.28 -6.86 -1.17  0.114
H -10.09 -7.96 -2.73  0.136
H -5.62 -7.09 -4.91  0.140
H -8.28 -8.58 -6.75  0.117
H -7.43 -6.48 -0.89  0.120
C -7.31 2.44 -5.55  0.070
C -7.65 3.01 -4.40  -0.227
C -6.62 3.54 -3.45  -0.298
O -6.98 4.07 -2.42  0.089
C -5.21 3.38 -3.81  0.090
C -4.87 2.81 -4.97  -0.228
C -5.90 2.31 -5.93  -0.317
O -5.55 1.80 -6.98  0.098
O -3.58 2.65 -5.32  0.104
O -8.94 3.15 -4.03  0.100
H -8.05 2.06 -6.25  0.132
H -4.48 3.75 -3.11  0.139
H -3.60 2.21 -6.19  0.114
H -8.92 3.59 -3.16  0.119

Largest force on an atom ... 3.8 eV/A
Net charge ... -1
HOMO ... -3.6 eV
E ... -113516.2310 eV
LUMO level ... -0.025 hartree

Question: Look up the net charge of the first one.
Answer: +2

Question: What is the net charge in the fourth record?
Answer: -1